A 2-piece molecular cluster, C12H13ClF5N overall in a non-equilibrium geometry. Source: the Open Molecules 2025 dataset; level of theory: wB97M-V/def2-TZVPD.

```
32
Properties=species:S:1:pos:R:3:forces:R:3:mulliken_charge:R:1
Cl -0.170 0.128 -4.014 1.09 -1.73 -3.05 -0.768
F -2.311 -4.491 0.407 -0.35 0.33 -0.23 -0.266
F -3.060 -2.542 1.101 0.01 -0.66 -0.18 -0.267
F -3.217 -3.034 -1.000 0.03 -0.70 0.38 -0.244
F -1.174 1.018 -2.168 -0.47 1.60 3.08 -0.307
F 1.030 1.362 -2.031 0.13 0.66 1.12 -0.372
N 0.638 2.969 -0.044 -0.57 -0.36 1.31 -0.124
C -1.086 -2.505 -0.162 -0.19 0.04 -0.05 0.159
C 1.132 1.517 1.867 -1.00 0.55 -1.23 -0.466
C -0.069 0.929 -1.369 -1.07 -1.11 0.12 0.396
C 0.064 -0.514 -0.864 -0.19 0.12 -0.81 0.524
C 1.303 -1.106 -0.607 -0.44 -0.34 0.34 -0.382
C -2.429 -3.201 0.077 0.84 1.49 0.04 0.933
C 0.139 -3.106 0.133 0.18 -0.09 -0.01 -0.748
C -0.332 1.330 1.296 -0.33 1.68 1.49 -0.873
C 1.771 2.297 0.670 1.47 -1.68 0.56 -0.442
C -0.387 1.874 -0.152 -0.38 -0.74 -0.04 -0.508
C 1.334 -2.419 -0.105 -0.16 0.50 -0.10 -0.765
C -1.142 -1.202 -0.666 0.78 -0.19 0.25 -0.374
H 2.301 -2.890 0.091 -0.42 0.09 -0.04 0.398
H -2.090 -0.709 -0.895 0.33 -0.34 -0.03 0.422
H -0.870 0.413 1.553 0.55 -0.09 -0.62 0.311
H -0.913 2.093 1.864 0.00 -0.37 -0.28 0.481
H 0.198 3.568 0.662 0.37 0.55 -0.46 0.391
H 0.861 3.500 -0.888 0.05 -0.40 -0.13 0.363
H 2.593 2.989 0.893 -0.49 0.00 0.06 0.487
H 2.184 1.472 0.072 -0.21 0.86 -0.56 0.066
H 2.234 -0.563 -0.790 -0.34 -0.23 -0.12 0.510
H 0.177 -4.116 0.549 -0.10 0.33 -0.23 0.439
H 1.167 2.156 2.758 -0.25 -0.54 -0.02 0.309
H 1.528 0.512 2.054 0.55 0.58 -0.16 0.328
H -1.404 2.271 -0.288 0.56 0.20 -0.38 0.388
```
Forces are in eV/Å.

Summary:
Electronic energy   -40252.0769 eV
HOMO-LUMO gap   4.85 eV


C12H13ClN4O2 in the gas phase. Source: the Open Molecules 2025 dataset; level of theory: wB97M-V/def2-TZVPD.

```
32
Properties=species:S:1:pos:R:3:forces:R:3:mulliken_charge:R:1
Cl 2.455 4.320 2.116 0.02 0.19 0.02 -0.221
O 2.031 -2.019 0.106 0.11 -0.21 -0.04 -0.391
O -2.054 -0.293 0.406 -0.11 0.18 0.19 -0.665
N -3.893 1.077 -1.326 0.57 -0.53 0.02 0.328
N -4.567 1.516 -2.385 -0.61 0.55 -0.12 -0.823
N -3.073 -0.011 -3.023 0.51 -0.43 0.32 -0.564
N -1.306 -1.456 -1.402 0.04 0.02 -0.22 -0.123
C 2.283 2.609 1.937 -0.06 -0.23 -0.03 0.416
C 2.009 -0.136 1.659 -0.07 -0.14 -0.03 0.177
C 1.019 2.045 1.928 0.04 0.12 0.01 -0.782
C 3.269 0.451 1.661 -0.14 -0.01 0.01 -0.366
C 0.886 0.674 1.787 0.15 -0.06 0.08 0.009
C -4.047 0.841 -3.386 0.01 0.05 0.28 -0.107
C 1.871 -1.625 1.463 0.00 0.04 0.09 -0.873
C 3.414 1.819 1.801 0.02 0.07 -0.01 -0.651
C -2.074 -0.537 -0.788 0.26 -0.36 -0.11 0.474
C 1.085 -1.492 -0.789 -0.26 0.08 -0.12 -0.322
C -0.288 -2.191 -0.697 0.42 0.05 0.37 -0.611
C -2.991 0.152 -1.714 -0.57 0.51 -0.34 0.410
H 1.513 -1.639 -1.784 -0.09 0.10 0.04 0.306
H 0.904 -1.963 1.856 0.10 0.02 0.01 0.359
H -1.371 -1.518 -2.408 -0.12 0.05 0.03 0.308
H 4.393 2.271 1.806 0.07 0.07 0.01 0.412
H -4.372 0.960 -4.399 -0.14 0.10 -0.21 0.464
H 2.669 -2.156 1.988 -0.15 0.05 0.03 0.450
H -0.602 -2.233 0.349 0.04 -0.11 -0.13 0.289
H 0.145 2.670 2.027 -0.06 0.09 0.01 0.441
H -0.223 -3.206 -1.093 -0.04 0.05 0.06 0.306
H 0.944 -0.415 -0.620 -0.01 -0.11 -0.11 0.270
H -0.104 0.241 1.770 -0.09 -0.08 -0.01 0.393
H 4.144 -0.171 1.547 0.12 -0.07 0.00 0.415
H -4.073 1.417 -0.393 0.02 -0.04 -0.10 0.271
```
Forces are in eV/Å.

Summary:
Electronic energy   -35233.1707 eV
HOMO-LUMO gap   9.72 eV


C12H13ClO2Pt as an isolated structure in a non-equilibrium geometry. Source: the Open Molecules 2025 dataset; level of theory: wB97M-V/def2-TZVPD.

```
29
Properties=species:S:1:pos:R:3:forces:R:3:lowdin_spin:R:1
Pt -0.240 0.033 -0.541 1.37 -1.00 5.40 1.312
Cl -1.728 -1.602 0.479 -1.55 -1.16 0.53 0.320
O 0.823 -2.126 -2.029 0.57 -0.62 1.87 0.038
O 1.320 -2.545 0.072 0.24 -0.72 0.82 0.094
C 0.756 -1.769 -0.855 0.71 -1.46 -2.37 0.222
C -0.650 0.472 2.270 -0.62 1.02 -0.53 0.343
C 0.153 0.247 -2.670 -1.28 1.07 -1.89 0.136
C -1.999 0.597 -1.790 0.31 0.22 -1.21 0.190
C 1.157 -2.562 1.524 0.07 0.20 -0.87 0.006
C -0.756 1.336 1.110 1.34 0.97 0.56 0.075
C -1.238 1.809 -1.649 -0.57 0.78 -1.55 0.245
C 0.072 1.600 -2.187 -0.38 -0.08 -1.09 0.169
C 0.642 1.700 0.734 -2.06 0.47 0.74 0.197
C 0.701 0.365 2.622 1.53 0.44 -0.37 0.183
C 1.500 1.070 1.691 -0.24 -0.41 1.16 0.262
C -1.146 -0.385 -2.436 0.00 1.47 -1.70 0.138
H 1.069 -0.134 3.519 -0.07 0.05 -0.43 0.002
H 1.526 -3.556 1.791 -0.12 0.25 0.07 0.003
H 0.895 2.315 -2.248 -0.44 -0.24 0.10 0.006
H 2.575 1.218 1.762 -0.27 -0.21 -0.14 0.008
H -1.490 0.059 2.816 0.22 0.03 -0.21 0.012
H -1.632 1.919 0.836 0.24 -0.30 0.26 0.003
H 1.005 -0.162 -3.197 -0.30 -0.08 0.29 0.004
H -1.621 2.741 -1.242 0.20 -0.28 0.03 0.012
H 0.105 -2.434 1.821 0.50 -0.04 -0.22 0.001
H 1.799 -1.791 1.963 -0.14 -0.23 -0.08 0.001
H -1.466 -1.368 -2.759 0.31 0.13 0.35 0.006
H 0.893 2.535 0.079 0.03 -0.36 0.42 0.005
H -3.027 0.417 -1.485 0.39 0.11 0.05 0.007
```
Forces are in eV/Å.

Summary:
Electronic energy   -32511.2568 eV
HOMO-LUMO gap (alpha / beta)   6.32 / 5.40 eV
<S²>   6.023
Spin multiplicity   5


C12H13ClO2Tl as an isolated structure in a non-equilibrium geometry. Source: the Open Molecules 2025 dataset; level of theory: wB97M-V/def2-TZVPD.

```
29
Properties=species:S:1:pos:R:3:forces:R:3:mulliken_charge:R:1
Tl -0.411 -0.891 1.308 0.16 0.18 -3.78 1.160
Cl -0.750 -3.063 1.679 -1.05 -3.30 0.49 -0.464
O 1.085 -1.290 -0.096 1.43 -0.37 -0.20 -0.571
O 3.037 -2.085 -0.926 -3.36 0.50 4.48 -0.678
C -1.910 2.396 -3.318 -0.06 0.05 0.12 -0.582
C -0.513 2.490 -3.476 0.05 -0.03 0.03 -0.553
C 2.228 -1.924 0.095 2.87 0.05 -5.21 0.819
C -1.231 -0.238 3.417 -0.31 0.29 1.78 -0.536
C -1.145 0.376 -4.049 0.07 0.00 0.01 -0.565
C 2.656 -2.418 1.443 0.35 -0.39 0.68 -0.803
C 0.167 -0.328 3.528 0.10 0.36 1.38 -0.395
C -0.313 1.312 2.015 1.03 0.93 -0.63 -0.607
C -2.301 1.089 -3.673 -0.06 -0.05 0.08 -0.554
C 0.741 0.622 2.654 0.72 1.02 0.96 -0.470
C -1.537 0.765 2.469 -1.25 -0.12 0.25 -0.583
C -0.040 1.241 -3.927 -0.01 -0.01 -0.02 -0.549
H 3.661 -2.885 1.379 -0.70 0.43 -0.10 0.264
H 0.093 3.369 -3.283 -0.02 -0.02 -0.02 0.381
H -2.523 1.063 2.154 -0.03 0.11 0.01 0.502
H 1.794 0.783 2.494 0.01 0.07 -0.04 0.520
H -1.113 -0.659 -4.375 0.01 0.06 0.02 0.379
H -1.944 -0.877 3.911 -0.04 0.01 0.02 0.440
H -2.569 3.190 -2.984 0.00 0.00 -0.03 0.394
H 0.993 0.991 -4.143 -0.07 0.00 0.04 0.365
H 1.951 -3.182 1.822 0.25 0.48 -0.09 0.241
H 2.706 -1.572 2.157 -0.12 -0.44 -0.23 0.145
H -0.204 2.072 1.262 -0.01 0.17 -0.05 0.493
H 0.707 -1.045 4.123 0.02 -0.01 0.06 0.431
H -3.314 0.700 -3.659 0.02 0.02 -0.02 0.377
```
Forces are in eV/Å.

Summary:
Electronic energy   -33962.1878 eV
HOMO-LUMO gap   3.39 eV
Charge   -1
Energy relative to the best compared isomer or geometry (same formula, charge and spin)   0.458 eV


C12H13F6MnN5O4S3 as an isolated structure. Source: the Open Molecules 2025 dataset; level of theory: wB97M-V/def2-TZVPD.

```
44
Properties=species:S:1:pos:R:3:forces:R:3:lowdin_spin:R:1
Mn -0.876 0.129 0.071 -0.07 0.32 0.12 4.686
S -3.373 1.731 2.498 -0.03 0.34 -0.03 0.004
S -1.378 -0.121 2.916 0.04 0.15 -0.18 0.005
S -0.634 2.187 -1.164 0.23 0.04 0.02 0.061
F -5.186 2.661 0.885 0.00 -0.04 0.03 0.000
F -3.792 1.297 -0.064 -0.02 0.05 -0.02 0.009
F -3.190 3.330 0.405 0.02 0.01 0.00 0.000
F -3.428 -1.801 3.384 0.02 0.05 -0.04 0.000
F -2.988 -1.371 1.293 -0.14 -0.13 0.01 0.012
F -1.706 -2.682 2.448 -0.01 0.04 0.01 0.000
O -1.347 -0.018 4.331 0.04 0.05 0.04 0.004
O -3.220 2.910 3.280 -0.03 0.00 -0.01 0.002
O -0.171 -0.466 2.173 0.14 -0.22 -0.17 0.038
O -4.312 0.719 2.874 -0.07 -0.02 0.05 0.001
N -0.681 -1.980 -0.653 0.20 -0.05 0.09 0.031
N 1.128 -0.044 -0.654 -0.14 -0.26 -0.03 0.040
N -1.946 1.089 2.073 -0.20 -0.36 0.07 0.028
N 1.872 1.067 -0.790 0.21 0.20 -0.10 0.002
N 1.742 3.323 -1.038 0.06 0.05 -0.10 0.006
C 0.628 -2.315 -0.748 -0.09 -0.04 -0.01 0.008
C 3.187 3.481 -0.992 0.03 0.00 0.00 0.001
C 3.850 3.224 -2.339 0.00 -0.01 0.01 0.000
C -1.593 -2.946 -0.733 -0.03 0.04 -0.01 0.010
C -3.909 2.304 0.823 0.04 -0.09 -0.01 0.001
C 1.021 -3.641 -0.866 0.03 0.00 -0.01 0.001
C -2.464 -1.584 2.520 0.01 -0.13 0.11 0.001
C 3.058 -1.488 -1.108 -0.03 -0.03 0.01 0.004
C 0.062 -4.638 -0.922 -0.01 0.03 0.00 0.004
C -1.274 -4.285 -0.878 -0.03 -0.02 0.00 0.002
C 1.620 -1.217 -0.806 0.09 0.20 0.02 0.021
C 1.117 2.141 -0.975 -0.23 -0.14 0.14 0.013
H 4.933 3.310 -2.251 0.00 0.01 0.00 0.000
H -2.627 -2.634 -0.677 0.00 -0.01 0.01 0.001
H 3.609 2.221 -2.689 0.01 -0.01 0.00 0.000
H 3.574 -0.544 -1.256 0.00 0.00 0.00 0.000
H 3.161 -2.102 -2.004 0.02 0.00 0.00 0.001
H 0.356 -5.675 -1.011 0.00 0.00 0.00 0.000
H 2.072 -3.884 -0.918 0.00 0.00 0.00 0.000
H 3.510 3.942 -3.086 -0.01 0.00 0.00 0.000
H 1.164 4.119 -1.246 0.00 0.00 0.02 0.001
H -2.062 -5.022 -0.940 0.00 0.00 0.00 0.000
H 3.391 4.495 -0.649 -0.01 0.00 0.00 0.000
H 3.576 2.795 -0.242 -0.01 0.00 0.00 0.000
H 3.532 -2.018 -0.279 0.00 -0.01 0.00 0.001
```
Forces are in eV/Å.

Summary:
Electronic energy   -108427.1143 eV
HOMO-LUMO gap (alpha / beta)   7.61 / 7.51 eV
<S²>   8.755
Spin multiplicity   6


A 2-piece molecular cluster, C12H13N5O9P overall in a non-equilibrium geometry. Source: the Open Molecules 2025 dataset; level of theory: wB97M-V/def2-TZVPD.

```
40
Properties=species:S:1:pos:R:3:forces:R:3:mulliken_charge:R:1
P 0.605 1.660 1.019 -1.44 -1.74 -1.04 0.614
O 1.078 -2.637 0.482 -0.91 -0.49 -0.84 -0.649
O -1.736 0.776 -4.609 1.09 -0.87 1.47 -0.636
O -3.005 -5.184 -3.360 0.43 2.09 -0.24 -0.580
O 1.781 0.625 1.345 1.04 0.27 0.91 -0.053
O 0.324 2.316 2.460 0.16 0.98 0.40 -0.233
O -0.294 -4.300 -0.226 0.45 0.59 -0.11 -0.193
O -3.616 -3.566 -4.708 0.98 -0.80 1.50 -0.622
O 0.843 2.633 -0.066 0.16 0.28 0.64 -0.810
O -0.077 1.247 -3.262 -1.47 -1.64 -0.52 -0.572
N -1.210 -4.554 -1.228 0.13 1.85 -1.02 -0.571
N -2.873 0.808 -0.408 1.35 -0.16 0.56 -0.731
N -2.950 -4.003 -3.742 -1.28 -0.70 -1.28 0.932
N -0.969 0.481 -3.666 0.29 2.55 -0.72 1.030
N 0.235 -3.014 -0.317 -0.75 0.95 -0.85 0.744
C -0.378 -1.093 -1.855 0.25 1.26 -1.41 -0.773
C -1.265 -3.396 -1.939 -0.72 -1.77 0.51 1.031
C 3.894 -0.236 1.995 0.06 0.12 -0.16 -1.154
C 2.863 0.832 2.291 -0.60 0.19 -0.56 -0.188
C -0.424 -2.399 -1.398 0.34 -1.54 1.39 0.206
C -2.081 -3.043 -3.087 0.64 0.67 0.10 -0.689
C -0.275 3.639 2.580 0.35 -0.57 -0.38 -0.253
C 0.157 4.222 3.902 0.20 0.02 0.07 -1.170
C -0.616 0.420 0.732 0.85 0.35 0.10 -0.585
C -1.121 -0.804 -3.021 0.60 -0.94 1.53 -0.364
C -1.830 0.662 0.126 -1.88 0.18 -0.76 0.300
C -1.979 -1.756 -3.616 -0.17 -0.94 0.58 -0.210
H -0.055 3.538 4.729 -0.05 0.07 -0.12 0.285
H -0.362 5.164 4.076 -0.04 0.04 0.06 0.383
H -0.439 -0.537 1.224 -0.22 0.31 -0.01 0.462
H 2.471 0.751 3.317 0.04 0.06 -0.32 0.273
H 0.207 -0.345 -1.323 0.04 -0.02 -0.27 1.079
H 1.233 4.423 3.894 -0.10 -0.05 0.02 0.279
H 4.373 -0.024 1.032 -0.08 -0.13 0.15 0.286
H 0.079 4.249 1.738 -0.18 -0.12 0.18 0.333
H 3.274 1.844 2.139 -0.05 -0.30 0.18 0.307
H -2.577 -1.470 -4.479 0.21 -0.15 0.21 0.598
H 3.421 -1.222 1.937 0.04 0.18 0.06 0.222
H 4.662 -0.249 2.770 0.03 -0.02 0.01 0.387
H -1.367 3.543 2.522 0.21 -0.08 -0.03 0.288
```
Forces are in eV/Å.

Summary:
Electronic energy   -47814.3501 eV
HOMO-LUMO gap   4.49 eV
Charge   -1


Q: Which of these has the highest electronic energy?
A: C12H13ClO2Pt


Q: electronic energy of number 5 (C12H13F6MnN5O4S3)?
A: -108427.1143 eV


Q: electronic energy of number 3 (C12H13ClO2Pt)?
A: -32511.2568 eV


Q: Among the records above, which one has the lowest electronic energy?
A: C12H13F6MnN5O4S3